Entry 1:
77
Properties=species:S:1:pos:R:3:mulliken_charge:R:1 method="wB97M-V/def2-TZVPD" e_tot_ev=-54516.279 multiplicity=1 gap_ev=8.08 charge=+2
Mg 0.397 -0.163 0.647 4.51
C 2.213 -4.108 0.274 -0.76
C 1.778 -3.078 1.085 -0.14
N 0.661 -2.399 0.813 -0.24
C -0.047 -2.806 -0.236 0.19
C 0.435 -3.790 -1.091 -0.55
N 1.570 -4.432 -0.846 -0.55
C -1.406 -2.205 -0.447 0.22
C -2.416 -3.081 -0.793 -0.98
C -3.706 -2.609 -0.994 0.31
C -3.877 -1.240 -0.874 -0.56
C -2.821 -0.406 -0.542 -0.30
N -1.579 -0.866 -0.280 -0.03
C -3.116 1.062 -0.566 -0.14
C -3.818 1.590 -1.646 -0.46
N -4.186 2.866 -1.692 -0.55
C -3.856 3.618 -0.647 -0.51
C -3.119 3.104 0.411 -0.12
N -2.741 1.831 0.445 -0.05
C -4.835 -3.516 -1.319 0.48
C -5.834 -3.126 -2.201 -0.53
C -6.865 -4.014 -2.471 -0.44
N -6.956 -5.224 -1.918 -0.56
C -5.997 -5.584 -1.066 -0.43
C -4.919 -4.774 -0.742 -0.59
H 3.110 -4.665 0.517 0.44
H 2.344 -2.775 1.956 0.47
H -0.101 -4.046 -1.997 0.57
H -2.196 -4.134 -0.898 0.88
H -4.860 -0.807 -1.004 1.00
H -4.077 0.971 -2.498 0.53
H -4.174 4.654 -0.656 0.42
H -2.831 3.734 1.246 0.45
H -5.808 -2.164 -2.698 0.48
H -7.652 -3.741 -3.165 0.38
H -6.093 -6.567 -0.619 0.38
H -4.182 -5.117 -0.027 0.47
C 0.699 -0.772 3.621 -1.04
N -0.002 0.176 2.732 -0.29
C -1.449 0.115 3.069 -0.99
C 0.524 1.555 2.963 -1.20
C 0.189 2.478 1.802 -0.20
N 0.889 2.033 0.556 0.04
C 2.257 2.587 0.573 -1.36
C 0.213 2.576 -0.648 -1.26
H 0.648 -0.440 4.661 0.39
H 1.743 -0.863 3.320 0.01
H 0.240 -1.754 3.543 0.32
H -1.604 0.402 4.113 0.40
H -1.799 -0.907 2.933 0.39
H -2.021 0.773 2.422 0.14
H 1.606 1.481 3.085 0.29
H 0.123 1.957 3.897 0.57
H 0.459 3.507 2.055 0.62
H -0.883 2.453 1.614 -0.36
H 2.211 3.679 0.536 0.45
H 2.816 2.245 -0.298 0.34
H 2.790 2.291 1.473 0.36
H 0.138 3.666 -0.601 0.43
H -0.788 2.163 -0.748 0.41
H 0.793 2.299 -1.527 0.28
C 3.437 -0.599 -2.904 -0.84
N 3.760 -0.496 -1.468 0.26
C 5.045 -0.464 -1.021 -0.31
C 5.332 -0.354 0.289 -1.33
C 4.230 -0.284 1.187 0.63
N 2.967 -0.338 0.763 0.24
C 2.734 -0.415 -0.566 -0.06
O 1.550 -0.412 -0.997 -1.06
N 4.444 -0.163 2.503 -0.25
H 4.354 -0.820 -3.441 0.39
H 3.013 0.335 -3.264 0.28
H 2.720 -1.398 -3.059 0.27
H 5.812 -0.532 -1.780 0.48
H 6.355 -0.328 0.634 0.49
H 5.378 -0.116 2.873 0.24
H 3.677 -0.088 3.146 0.15

Entry 2:
183
Properties=species:S:1:pos:R:3:mulliken_charge:R:1 method="wB97M-V/def2-TZVPD" smiles=CC1(C)CCCC(C)(C)N1O.CC1(C)CCCC(C)(C)N1O.CC1(C)CCCC(C)(C)N1O.CC1(C)CCCC(C)(C)N1O.CC1(C)CCCC(C)(C)N1O.c1ccncc1.c1ccncc1.c1ccncc1 e_tot_ev=-86153.835 multiplicity=1 gap_ev=7.93
N -3.568 -27.674 3.265 0.21
C -3.196 -28.100 2.055 -0.21
C -4.134 -28.578 1.106 -1.21
C -5.492 -28.492 1.491 -0.22
C -5.885 -27.943 2.711 -0.94
C -4.860 -27.560 3.559 -0.55
H -2.156 -28.091 1.763 0.46
H -3.837 -29.026 0.169 0.47
H -6.293 -28.716 0.802 0.40
H -6.879 -27.617 2.976 0.41
H -5.104 -27.003 4.451 0.55
N -9.463 -27.284 4.309 -0.19
C -8.703 -27.534 5.417 -0.57
C -8.862 -28.670 6.202 -0.35
C -9.778 -29.613 5.898 -0.66
C -10.645 -29.340 4.803 -0.67
C -10.454 -28.177 4.022 -0.46
H -7.811 -26.954 5.601 0.71
H -8.061 -28.780 6.917 0.28
H -9.985 -30.526 6.438 0.44
H -11.455 -29.959 4.447 0.38
H -11.092 -27.947 3.181 0.40
N -5.194 -23.543 3.822 0.69
C -4.735 -24.180 4.928 -1.50
C -5.498 -24.525 6.069 1.80
C -6.834 -24.210 6.063 -0.88
C -7.344 -23.639 4.927 -1.29
C -6.549 -23.284 3.826 0.22
H -3.728 -24.553 4.817 -0.36
H -5.114 -25.053 6.929 -0.28
H -7.408 -24.473 6.939 0.70
H -8.394 -23.411 4.823 0.30
H -7.003 -22.942 2.908 -0.39
C -5.145 -17.912 4.417 -1.87
C -5.264 -19.045 5.432 1.88
C -3.946 -19.861 5.549 -0.87
C -3.814 -20.731 6.774 0.44
C -4.060 -19.855 8.056 -1.69
C -5.463 -19.208 8.014 1.87
N -5.587 -18.439 6.761 0.33
O -6.690 -17.616 6.701 -0.49
C -6.645 -20.236 8.274 -1.77
C -5.604 -18.263 9.240 -1.88
C -6.350 -20.007 4.866 -1.47
H -5.042 -18.231 3.380 0.24
H -4.242 -17.309 4.503 0.45
H -6.022 -17.266 4.472 0.47
H -3.807 -20.640 4.799 -0.03
H -3.107 -19.192 5.358 0.45
H -2.843 -21.222 6.711 0.56
H -4.614 -21.465 6.678 -0.77
H -3.231 -19.190 8.302 0.45
H -3.966 -20.491 8.936 0.44
H -6.549 -21.175 7.728 0.01
H -6.658 -20.526 9.324 0.60
H -7.594 -19.731 8.094 0.44
H -5.248 -17.258 9.014 0.44
H -6.557 -18.286 9.769 0.32
H -4.852 -18.557 9.972 0.44
H -6.466 -21.006 5.287 0.03
H -6.189 -20.090 3.792 0.15
H -7.280 -19.438 4.897 0.53
H -6.307 -16.740 6.787 0.36
C -1.278 -24.633 6.541 -1.91
C -0.770 -25.803 5.686 2.10
C 0.825 -25.799 6.008 -1.60
C 1.480 -27.119 5.473 -0.60
C 0.817 -28.281 6.207 -1.07
C -0.759 -28.372 5.960 1.41
N -1.418 -27.066 6.119 0.15
O -2.780 -27.154 5.841 1.82
C -1.064 -28.985 4.601 -1.60
C -1.297 -29.313 7.139 -1.82
C -0.909 -25.480 4.175 -1.47
H -2.350 -24.549 6.362 -0.11
H -0.771 -23.669 6.503 0.49
H -1.341 -24.834 7.610 0.52
H 1.321 -24.897 5.649 0.50
H 0.975 -25.600 7.069 0.52
H 2.560 -27.153 5.615 0.47
H 1.418 -27.153 4.385 0.31
H 1.113 -28.223 7.255 0.31
H 1.276 -29.212 5.874 0.42
H -0.433 -29.844 4.370 0.46
H -2.063 -29.408 4.494 0.27
H -0.881 -28.276 3.793 0.19
H -1.180 -28.740 8.059 0.39
H -2.345 -29.539 6.942 0.14
H -0.793 -30.278 7.091 0.50
H -0.725 -24.412 4.057 0.53
H -1.947 -25.737 3.965 -0.09
H -0.304 -26.148 3.562 0.27
H -2.742 -27.155 4.882 -0.50
C -4.135 -24.300 9.940 -2.08
C -4.824 -25.634 10.252 1.76
C -6.412 -25.268 10.417 -1.13
C -7.327 -26.478 10.496 -1.06
C -6.984 -27.416 9.253 -0.57
C -5.468 -27.846 9.096 1.73
N -4.569 -26.702 9.227 1.22
O -3.220 -27.090 9.151 -0.61
C -5.199 -29.008 10.089 -1.93
C -5.405 -28.422 7.651 -1.27
C -4.257 -26.099 11.594 -1.82
H -3.061 -24.436 10.070 0.38
H -4.450 -23.538 10.653 0.46
H -4.423 -23.878 8.977 0.35
H -6.566 -24.645 11.298 0.49
H -6.746 -24.541 9.676 0.25
H -8.380 -26.199 10.537 0.45
H -7.086 -27.003 11.421 0.41
H -7.153 -26.729 8.424 -0.28
H -7.715 -28.218 9.155 0.56
H -5.510 -28.737 11.098 0.34
H -5.687 -29.950 9.839 0.46
H -4.132 -29.224 10.147 0.32
H -5.675 -27.689 6.890 -0.11
H -4.370 -28.728 7.495 -0.01
H -6.045 -29.288 7.485 0.48
H -4.844 -26.921 12.003 0.33
H -4.254 -25.344 12.381 0.45
H -3.205 -26.381 11.624 0.29
H -2.955 -26.737 8.298 0.12
C -4.843 -25.296 0.392 -1.67
C -4.384 -24.057 -0.366 1.83
C -5.291 -23.788 -1.592 -1.10
C -5.076 -22.441 -2.292 -0.68
C -5.341 -21.407 -1.252 -1.11
C -4.414 -21.504 -0.001 1.21
N -4.465 -22.895 0.554 1.63
O -3.692 -23.040 1.667 -0.49
C -2.959 -20.954 -0.299 -1.79
C -5.022 -20.627 1.044 -1.99
C -2.960 -24.342 -0.925 -1.95
H -5.895 -25.197 0.662 -0.29
H -4.324 -25.542 1.318 -0.03
H -4.769 -26.068 -0.374 0.72
H -4.965 -24.464 -2.383 0.34
H -6.293 -24.035 -1.240 0.12
H -5.707 -22.350 -3.177 0.51
H -4.034 -22.325 -2.588 0.29
H -6.354 -21.554 -0.877 0.19
H -5.390 -20.471 -1.808 0.45
H -2.424 -21.608 -0.989 0.37
H -2.966 -19.961 -0.748 0.41
H -2.393 -21.039 0.629 0.35
H -6.051 -20.873 1.305 0.19
H -4.451 -20.631 1.973 0.31
H -4.893 -19.624 0.637 0.60
H -2.751 -23.778 -1.835 0.32
H -2.832 -25.402 -1.146 0.46
H -2.181 -24.072 -0.212 0.30
H -4.396 -23.166 2.308 0.94
C -9.029 -26.281 -0.069 -2.06
C -9.747 -24.969 0.296 1.60
C -11.012 -24.822 -0.536 -1.38
C -11.903 -23.675 -0.206 -0.50
C -12.344 -23.745 1.270 -1.29
C -11.094 -23.968 2.247 1.56
N -10.113 -24.954 1.737 0.19
O -9.011 -25.159 2.578 1.26
C -10.339 -22.580 2.386 -1.63
C -11.618 -24.470 3.620 -1.76
C -8.723 -23.807 -0.134 -0.92
H -8.853 -26.409 -1.137 0.45
H -9.693 -27.093 0.228 0.46
H -8.007 -26.267 0.310 0.07
H -10.799 -24.731 -1.601 0.33
H -11.532 -25.767 -0.377 0.41
H -12.794 -23.713 -0.833 0.46
H -11.293 -22.792 -0.393 0.30
H -12.989 -24.591 1.508 0.40
H -12.827 -22.805 1.535 0.36
H -10.717 -21.885 1.636 0.37
H -10.673 -22.301 3.386 0.62
H -9.253 -22.595 2.479 -0.08
H -12.456 -23.961 4.096 0.43
H -11.921 -25.493 3.395 0.37
H -10.855 -24.550 4.395 0.19
H -7.765 -23.726 0.380 -0.66
H -9.266 -22.883 0.065 0.37
H -8.366 -23.753 -1.162 0.64
H -9.254 -25.959 3.050 0.32

Entry 3:
26
Properties=species:S:1:pos:R:3:nbo_charge:R:1 method="wB97M-V/def2-TZVPD" smiles="O=C(O)[C@H]1CC(=O)N(Cc2cccs2)C1" e_tot_ev=-29017.240 multiplicity=1 gap_ev=9.53
O -4.423 -0.682 -0.686 -0.59
C -3.317 -0.543 -0.240 0.80
O -3.020 -0.774 1.041 -0.69
H -3.816 -1.030 1.534 0.50
C -2.128 -0.049 -1.042 -0.33
H -2.302 -0.313 -2.086 0.25
C -0.786 -0.568 -0.512 -0.20
N -0.356 0.458 0.405 -0.43
C -1.006 1.634 0.279 0.69
O -0.798 2.627 0.935 -0.61
C -2.022 1.473 -0.844 -0.49
H -2.970 1.945 -0.589 0.25
H -1.629 1.962 -1.736 0.24
C 0.733 0.247 1.324 -0.25
C 2.011 -0.060 0.615 -0.21
C 2.847 -1.118 0.794 -0.25
C 3.969 -1.091 -0.065 -0.26
C 3.962 -0.017 -0.892 -0.41
S 2.593 0.993 -0.635 0.43
H 4.677 0.252 -1.643 0.24
H 4.739 -1.841 -0.065 0.23
H 2.673 -1.892 1.521 0.22
H 0.821 1.175 1.901 0.26
H 0.492 -0.577 2.007 0.21
H -0.882 -1.525 0.008 0.21
H -0.063 -0.687 -1.330 0.20

Entry 4:
22
Properties=species:S:1:pos:R:3:nbo_charge:R:1 method="wB97M-V/def2-TZVPD" e_tot_ev=-11445.441 multiplicity=1 gap_ev=7.58
C -0.885 -0.716 0.808 0.21
C -0.928 0.786 -0.403 -0.49
C -0.660 2.056 0.373 -0.63
N -0.837 -1.947 0.180 -0.86
N -1.967 -0.587 1.694 -0.83
H 0.058 -0.472 1.285 0.17
H 0.065 -2.182 -0.232 0.41
H -1.643 -2.189 -0.378 0.36
H -2.013 0.322 2.133 0.37
H -2.861 -0.826 1.284 0.36
H -1.983 0.666 -0.656 0.17
H -0.407 0.765 -1.356 0.19
H -1.219 2.093 1.312 0.19
H 0.395 2.148 0.636 0.19
H -0.941 2.950 -0.193 0.21
C 2.417 0.321 -0.724 -0.27
O 1.358 -0.564 -1.019 -0.28
O 1.973 -2.064 -0.928 -0.49
H 2.050 -2.260 -1.872 0.47
H 2.784 0.168 0.295 0.19
H 2.001 1.325 -0.807 0.21
H 3.242 0.208 -1.431 0.18